Record 1
{"formula": "C23H29N3O3", "method": "ωB97M-V/def2-TZVPD", "elements": ["C", "C", "O", "C", "O", "N", "C", "C", "C", "C", "C", "C", "C", "O", "C", "C", "C", "C", "C", "C", "C", "C", "C", "C", "C", "C", "N", "C", "N", "H", "H", "H", "H", "H", "H", "H", "H", "H", "H", "H", "H", "H", "H", "H", "H", "H", "H", "H", "H", "H", "H", "H", "H", "H", "H", "H", "H", "H"], "xyz": [[-2.7876, 2.1427, 4.3923], [-1.3812, 2.7117, 4.3895], [-1.1259, 3.2415, 3.0876], [0.1575, 3.5466, 2.8211], [1.0598, 3.4432, 3.6168], [0.3230, 4.0204, 1.5538], [1.6706, 4.0939, 1.0354], [2.0556, 2.7425, 0.3973], [0.7936, 2.0263, -0.0550], [-0.2296, 2.9930, -0.6087], [-0.6961, 3.9247, 0.5291], [0.9253, 0.6104, -0.5224], [0.0786, -0.0257, -1.5866], [-0.7093, 0.6140, -2.2418], [0.2020, -1.5351, -1.7500], [-0.9414, -2.1375, -0.9072], [-0.9759, -3.6527, -1.1010], [-1.2141, -3.9805, -2.5735], [-0.0773, -3.3965, -3.4102], [1.2545, -3.9959, -2.9629], [1.4840, -3.6661, -1.4897], [0.3526, -4.2569, -0.6501], [1.5250, -2.1487, -1.2862], [-0.0351, -1.8828, -3.2264], [0.2657, 0.8985, 0.8377], [0.9726, 0.4700, 2.0001], [1.5326, 0.0724, 2.9146], [-1.1429, 0.7297, 0.9819], [-2.2661, 0.5855, 1.1431], [-2.8848, 1.3884, 3.6154], [-2.9965, 1.6925, 5.3581], [-3.5107, 2.9310, 4.2013], [-1.2704, 3.5149, 5.1264], [-0.6343, 1.9406, 4.6097], [2.3411, 4.3341, 1.8604], [1.7026, 4.8992, 0.2981], [2.7070, 2.9071, -0.4643], [2.5980, 2.1324, 1.1224], [0.2470, 3.5660, -1.4068], [-1.0830, 2.4719, -1.0379], [-1.6072, 3.5426, 0.9880], [-0.8992, 4.9264, 0.1353], [1.9213, 0.1904, -0.4387], [-1.8928, -1.6966, -1.2117], [-0.7878, -1.9071, 0.1505], [-1.7908, -4.0639, -0.4958], [-1.2592, -5.0630, -2.7095], [-2.1682, -3.5607, -2.8985], [-0.2462, -3.6245, -4.4680], [1.2428, -5.0788, -3.1014], [2.0682, -3.5898, -3.5683], [2.4402, -4.0906, -1.1644], [0.3276, -5.3415, -0.7718], [0.5210, -4.0428, 0.4079], [2.3564, -1.7248, -1.8563], [1.6930, -1.9540, -0.2242], [-0.9740, -1.4337, -3.5533], [0.7682, -1.4541, -3.8312]], "atomic_forces_ev_per_a": [[0.4, 0.2, -0.2], [0.0, -0.3, 0.5], [0.0, 0.1, -0.3], [-0.1, 0.2, 0.1], [0.2, -0.1, 0.3], [-0.1, 0.1, 0.0], [0.2, 0.0, 0.2], [0.0, 0.0, 0.1], [0.2, -0.1, -0.3], [-0.3, -0.1, 0.1], [-0.2, 0.0, -0.1], [0.1, 0.5, 0.0], [0.0, -0.2, -0.1], [0.1, 0.0, 0.0], [-0.2, 0.2, -0.2], [0.0, -0.1, 0.0], [-0.2, -0.1, 0.2], [0.0, 0.0, 0.0], [0.0, -0.1, -0.2], [0.0, 0.0, 0.0], [0.2, -0.1, 0.1], [0.0, 0.0, 0.0], [0.0, -0.1, 0.0], [-0.1, -0.1, 0.0], [0.3, 0.1, -0.3], [0.2, -0.1, 0.2], [0.3, -0.2, 0.4], [-0.4, 0.0, -0.1], [-0.5, -0.1, 0.0], [-0.1, -0.1, 0.0], [0.0, 0.0, 0.1], [-0.1, 0.0, 0.0], [0.0, -0.1, -0.1], [-0.1, 0.2, 0.0], [0.0, 0.0, -0.2], [0.0, 0.0, 0.0], [0.0, -0.1, 0.0], [0.0, 0.0, 0.0], [0.0, -0.1, 0.0], [0.1, 0.1, 0.0], [0.1, 0.1, -0.1], [-0.1, -0.1, 0.0], [-0.1, 0.0, 0.1], [0.0, 0.1, 0.0], [0.0, 0.0, 0.1], [0.0, 0.0, 0.0], [0.0, -0.1, 0.0], [-0.1, 0.0, 0.0], [0.0, 0.0, 0.1], [0.0, -0.1, 0.0], [0.1, 0.0, -0.1], [-0.1, 0.0, 0.0], [0.0, -0.1, 0.0], [0.0, 0.0, 0.1], [0.1, 0.1, 0.0], [0.1, 0.1, 0.0], [0.0, 0.0, 0.0], [0.0, 0.1, -0.1]], "homo_ev": -9.37, "smiles": "CCOC(=O)N1CCC2(CC1)[C@H](C(=O)[C@]13C[C@H]4C[C@H](C[C@H](C4)C1)C3)C2(C#N)C#N", "gap_ev": 9.7373}


Record 2
{"formula": "C23H29N3O5S", "method": "ωB97M-V/def2-TZVPD", "elements": ["C", "O", "C", "C", "C", "C", "N", "S", "O", "O", "C", "C", "C", "N", "C", "O", "C", "C", "C", "C", "O", "C", "C", "C", "N", "C", "C", "C", "C", "C", "C", "C", "H", "H", "H", "H", "H", "H", "H", "H", "H", "H", "H", "H", "H", "H", "H", "H", "H", "H", "H", "H", "H", "H", "H", "H", "H", "H", "H", "H", "H"], "xyz": [[4.1959, 2.9078, -2.7896], [3.6062, 2.6374, -1.5420], [2.2516, 2.4310, -1.4988], [1.6821, 2.3573, -0.2278], [0.3302, 2.1389, -0.0701], [-0.4852, 1.9737, -1.1874], [-1.8477, 1.7261, -1.0376], [-2.5501, 1.0735, 0.3334], [-3.8440, 0.6373, -0.1151], [-2.4967, 2.0485, 1.3818], [-1.4867, -0.3027, 0.7796], [-0.7285, -0.8273, -0.2458], [0.3496, -1.6594, 0.0225], [1.1995, -2.1256, -0.9811], [1.2458, -1.7711, -2.2819], [0.4515, -1.0648, -2.8691], [2.4681, -2.3662, -3.0093], [3.2527, -1.2389, -3.6880], [4.2372, -0.8568, -2.5853], [4.5400, -2.2181, -1.9631], [3.3614, -3.0040, -2.1073], [0.6265, -1.9771, 1.3519], [-0.1728, -1.5084, 2.3680], [-1.2697, -0.6582, 2.1212], [-2.0600, -0.1873, 3.1260], [-3.4996, -0.1135, 3.0141], [-4.1433, -1.2668, 3.7939], [-3.7033, -1.2431, 5.2549], [-2.1796, -1.2839, 5.3303], [-1.6117, -0.1318, 4.4977], [0.0808, 2.0534, -2.4537], [1.4347, 2.2883, -2.6126], [3.7438, 3.7846, -3.2642], [4.1237, 2.0516, -3.4685], [5.2452, 3.1123, -2.5811], [2.3245, 2.4790, 0.6300], [-0.1102, 2.1037, 0.9130], [-2.3428, 1.4775, -1.8794], [-0.9442, -0.5651, -1.2662], [1.9655, -2.7257, -0.6880], [2.1004, -3.1109, -3.7246], [3.7810, -1.6130, -4.5656], [2.5867, -0.4303, -3.9806], [3.7547, -0.2031, -1.8571], [5.1360, -0.3728, -2.9596], [5.3596, -2.7194, -2.4941], [4.7933, -2.1611, -0.9015], [1.4701, -2.6117, 1.5847], [0.0515, -1.8080, 3.3791], [-3.8011, -0.1660, 1.9711], [-3.8346, 0.8484, 3.4143], [-3.8434, -2.2134, 3.3381], [-5.2279, -1.1839, 3.7218], [-4.1323, -2.0909, 5.7928], [-4.0644, -0.3269, 5.7273], [-1.8435, -1.1936, 6.3645], [-1.8207, -2.2363, 4.9346], [-0.5221, -0.1139, 4.5297], [-1.9740, 0.8159, 4.9145], [-0.5400, 1.9208, -3.3266], [1.8363, 2.3462, -3.6118]], "atomic_forces_ev_per_a": [[0.1, 0.0, -0.1], [-0.2, -0.1, 0.3], [-0.1, 0.0, 0.1], [0.2, 0.0, -0.2], [0.1, 0.1, -0.2], [0.8, 0.3, 0.0], [-0.8, -0.4, 0.5], [-0.1, 0.3, -0.5], [0.2, -0.1, -0.2], [0.3, -0.1, -0.1], [-0.3, 0.5, 0.0], [0.2, -0.5, -0.3], [-0.5, 0.3, 0.2], [0.4, -0.4, 0.2], [0.4, -0.3, -0.1], [-0.2, 0.1, -0.1], [-0.3, 0.2, -0.4], [0.0, -0.1, 0.1], [-0.1, -0.2, 0.1], [0.5, 0.2, 0.0], [-0.2, -0.2, 0.0], [-0.1, 0.1, -0.3], [-0.1, 0.1, 0.0], [0.2, -0.1, -0.1], [0.0, 0.2, 0.3], [-0.3, -0.3, 0.0], [0.0, 0.3, 0.1], [0.1, -0.3, -0.2], [-0.1, 0.3, 0.0], [0.2, -0.3, 0.2], [-0.3, 0.0, 0.4], [0.3, 0.1, 0.0], [0.0, 0.0, 0.0], [0.0, 0.0, 0.0], [-0.1, 0.0, -0.1], [0.1, 0.0, 0.1], [0.1, 0.0, 0.2], [-0.2, -0.1, 0.0], [0.1, 0.0, -0.1], [-0.2, 0.2, -0.2], [0.0, 0.1, 0.1], [0.0, 0.0, 0.0], [0.0, 0.0, -0.1], [0.0, 0.1, 0.0], [0.0, 0.1, 0.0], [-0.1, 0.1, 0.1], [0.0, 0.0, -0.1], [0.1, -0.1, 0.0], [0.0, 0.0, 0.1], [-0.1, 0.0, 0.2], [0.0, 0.0, -0.1], [0.0, 0.0, -0.1], [-0.1, 0.0, 0.0], [0.0, 0.1, 0.1], [0.0, 0.0, 0.1], [0.1, 0.0, 0.0], [0.1, -0.1, 0.0], [0.0, 0.1, 0.0], [0.1, 0.0, 0.0], [-0.1, -0.1, -0.1], [0.1, 0.0, -0.1]], "homo_ev": -7.46, "smiles": "COc1ccc(NS(=O)(=O)c2cc(NC(=O)[C@H]3CCCO3)ccc2N2CCCCC2)cc1", "gap_ev": 8.0398}


Record 3
{"formula": "C23H29N5O5S3", "method": "ωB97M-V/def2-TZVPD", "elements": ["C", "C", "C", "N", "C", "C", "C", "S", "O", "O", "C", "C", "C", "C", "C", "O", "N", "C", "C", "C", "C", "S", "O", "O", "N", "C", "N", "N", "C", "C", "C", "S", "C", "C", "C", "C", "H", "H", "H", "H", "H", "H", "H", "H", "H", "H", "H", "H", "H", "H", "H", "H", "H", "H", "H", "H", "H", "H", "H", "H", "H", "H", "H", "H", "H"], "xyz": [[0.1348, -1.5301, 2.8436], [-0.7146, -0.4991, 2.1089], [-1.8352, -1.1844, 1.3177], [-2.8752, -0.2572, 0.9384], [-4.0932, -0.1859, 1.7116], [-4.9572, -1.4494, 1.6326], [-5.3402, -1.7808, 0.1965], [-2.8587, 0.3000, -0.6147], [-2.4086, -0.7189, -1.5240], [-4.0977, 0.9671, -0.8800], [-1.5770, 1.5583, -0.5480], [-0.4386, 1.4150, -1.3165], [0.5318, 2.3993, -1.2931], [0.3604, 3.5223, -0.4862], [1.3770, 4.6163, -0.4870], [1.0916, 5.7878, -0.5752], [2.6887, 4.2105, -0.4542], [3.1713, 2.9425, -0.1364], [4.2445, 2.4059, -0.8487], [4.6771, 1.1201, -0.5817], [4.0546, 0.3883, 0.4107], [4.5961, -1.2724, 0.7564], [5.2626, -1.3264, 2.0174], [5.2288, -1.8269, -0.3974], [3.1108, -2.0421, 1.0365], [2.2965, -2.4383, 0.0220], [1.3878, -3.3479, 0.1303], [0.7091, -3.5456, -0.9950], [1.0567, -2.8089, -1.9773], [0.4874, -2.8964, -3.3416], [-0.1718, -1.5919, -3.7861], [2.3725, -1.6841, -1.5530], [3.0320, 0.9272, 1.1683], [2.5863, 2.2043, 0.8956], [-0.8056, 3.6691, 0.2610], [-1.7745, 2.6812, 0.2333], [0.5089, -2.2753, 2.1461], [0.9773, -1.0546, 3.3411], [-0.4603, -2.0396, 3.5980], [-1.1618, 0.1912, 2.8279], [-0.0937, 0.0882, 1.4277], [-1.4346, -1.6345, 0.4065], [-2.2656, -1.9844, 1.9245], [-4.6541, 0.6544, 1.3010], [-3.8331, 0.0314, 2.7536], [-4.4236, -2.2939, 2.0745], [-5.8557, -1.2775, 2.2287], [-5.9591, -2.6746, 0.1645], [-4.4509, -1.9516, -0.4061], [-5.8890, -0.9551, -0.2490], [-0.3342, 0.5361, -1.9304], [1.4080, 2.3011, -1.9157], [3.3645, 4.9226, -0.7021], [4.7171, 2.9900, -1.6238], [5.4779, 0.6650, -1.1418], [3.0542, -2.5981, 1.8768], [1.2905, -3.1564, -4.0370], [-0.2457, -3.7036, -3.3355], [0.5557, -0.7818, -3.7826], [-0.9994, -1.3440, -3.1250], [-0.5592, -1.7022, -4.7954], [2.5947, 0.3431, 1.9612], [1.7897, 2.6388, 1.4783], [-0.9393, 4.5616, 0.8534], [-2.6891, 2.7752, 0.7962]], "atomic_forces_ev_per_a": [[-0.1, 0.2, -0.1], [-0.1, -0.3, 0.1], [0.7, 0.0, 0.1], [-0.1, 0.3, -1.2], [-0.6, 0.0, 0.2], [0.1, 0.1, -0.2], [0.0, 0.0, 0.2], [0.4, 0.3, 0.4], [0.1, 0.1, 0.2], [-0.1, 0.1, 0.2], [-0.2, -0.4, -0.2], [-0.1, -0.1, -0.1], [-0.2, 0.2, 0.1], [-0.4, -0.1, -0.2], [0.0, 0.0, 0.0], [-0.1, 0.1, 0.0], [0.4, 0.4, -0.2], [0.3, -0.5, 0.2], [-0.2, 0.1, 0.1], [0.1, -0.1, 0.0], [0.2, -0.6, 0.0], [-0.4, -0.2, 0.4], [-0.2, 0.1, 0.2], [-0.1, 0.3, -0.2], [1.0, 0.5, 0.4], [-0.3, 0.3, -1.4], [0.9, 0.1, 1.5], [-1.0, -0.6, -0.8], [0.6, 0.6, 0.0], [-0.1, 0.2, -0.3], [0.0, -0.2, 0.0], [-0.7, -0.7, 0.0], [-0.1, 0.2, 0.0], [0.3, 0.0, 0.0], [0.1, 0.0, -0.1], [0.0, 0.1, 0.1], [0.0, -0.1, 0.0], [0.1, 0.0, 0.1], [0.0, -0.1, 0.1], [0.0, 0.1, 0.0], [0.0, 0.1, 0.0], [0.0, -0.2, 0.2], [-0.1, 0.0, -0.1], [-0.1, 0.0, 0.3], [0.0, 0.1, -0.1], [-0.1, 0.0, 0.1], [0.0, 0.0, 0.1], [0.0, -0.1, -0.1], [0.0, -0.1, -0.1], [-0.1, 0.0, -0.1], [0.1, -0.1, -0.1], [0.1, 0.0, 0.0], [-0.2, 0.0, 0.1], [0.0, 0.0, -0.1], [0.1, 0.0, -0.1], [0.2, 0.0, 0.2], [-0.1, -0.1, 0.0], [0.1, 0.0, 0.0], [0.0, 0.2, 0.0], [0.0, 0.1, 0.0], [0.0, 0.1, -0.1], [-0.2, 0.0, 0.1], [0.0, 0.0, 0.1], [0.0, 0.1, 0.0], [-0.1, 0.1, 0.1]], "homo_ev": -9.33, "smiles": "CCCN(CCC)S(=O)(=O)c1ccc(C(=O)Nc2ccc(S(=O)(=O)Nc3nnc(CC)s3)cc2)cc1", "gap_ev": 8.9755}